Formula: C10H16Cl18N3O
Source: the OMol25 dataset
Level of theory: ωB97M-V/def2-TZVPD

Calculated values
Multiplicity: 1
LUMO, eV: -3.8
Net charge: +1
HOMO energy, eV: -11.933

Geometry as XYZ:
```
48
Properties=species:S:1:pos:R:3:forces:R:3
N 4.490163 2.846824 -2.962482 -1.08 0.21 -0.03
C 3.817135 1.601359 -3.136361 1.55 1.10 0.32
N 4.201099 0.876978 -4.192222 -0.15 -0.48 0.27
N 2.928421 1.203403 -2.276829 -0.85 -0.16 -1.60
C 1.805375 0.415984 -2.836040 -2.97 0.87 1.00
C 0.628928 1.425008 -3.172772 1.38 1.18 -1.23
C 0.840139 2.247105 -4.462614 -0.72 -2.05 2.52
O -0.107171 1.129441 -4.334712 0.96 0.60 0.09
H 3.777815 3.582970 -3.001922 0.25 0.07 0.01
H 4.862060 2.905036 -2.012146 0.22 -0.11 -0.22
H 4.406118 -0.106012 -4.062352 -0.66 -0.01 -0.50
H 4.205021 1.312817 -5.103398 0.93 -0.05 0.15
H 2.630732 1.940845 -1.637798 0.15 -0.54 0.30
H 1.350262 -0.184619 -2.040842 0.72 -0.50 -0.32
H 2.011726 -0.121008 -3.759981 0.40 -0.11 0.48
H 0.133886 1.921697 -2.328020 -0.06 -0.59 -0.41
H 1.817037 1.962923 -4.849633 -0.49 0.47 -0.94
H 0.363645 3.217181 -4.555098 0.35 -0.12 -0.22
C 0.317622 4.387390 -0.100978 -0.51 -0.16 0.21
Cl -0.264004 3.781084 1.441688 0.16 0.14 -0.28
Cl 1.878346 3.626925 -0.511795 0.17 0.37 0.19
Cl -0.868597 4.102884 -1.373292 0.04 0.13 0.04
H 0.477070 5.455868 -0.016666 0.15 -0.06 -0.04
C 3.378227 -2.878364 -0.618818 -0.32 -0.26 0.23
Cl 2.341015 -2.055558 0.548233 0.13 -0.09 -0.18
Cl 2.551382 -4.250664 -1.345749 0.08 0.13 0.03
Cl 3.895932 -1.727119 -1.865429 0.35 -0.16 -0.04
H 4.258151 -3.243376 -0.102903 0.03 0.09 -0.08
C -1.281097 -0.192690 1.252794 -0.07 -0.21 0.15
Cl -0.982866 -0.077034 -0.490080 -0.04 0.08 -0.02
Cl -2.259017 -1.607468 1.621191 0.07 0.08 -0.02
Cl 0.243575 -0.239109 2.145266 -0.11 0.19 0.07
H -1.827245 0.691193 1.560856 0.05 0.01 -0.06
C -3.188342 4.965596 3.943868 -0.04 0.13 0.15
Cl -2.405157 3.388160 3.764141 -0.11 -0.12 0.13
Cl -4.137124 5.020630 5.426008 0.04 -0.03 -0.11
Cl -1.987274 6.259688 3.921178 -0.03 -0.04 -0.06
H -3.858109 5.108572 3.104783 0.04 -0.03 0.02
C -5.263426 -4.187114 2.347217 0.03 -0.06 0.08
Cl -3.682858 -4.957466 2.164368 0.04 0.48 -0.57
Cl -6.527818 -5.391302 2.612822 0.00 0.07 -0.08
Cl -5.233225 -3.016644 3.669503 0.01 0.00 -0.06
H -5.490461 -3.657886 1.430120 0.00 -0.02 0.04
C -2.848724 -7.604572 5.198607 -0.11 0.10 0.12
Cl -2.957759 -7.695500 6.957906 0.03 -0.03 -0.06
Cl -4.257573 -6.786076 4.523442 -0.02 -0.52 0.54
Cl -1.360155 -6.783748 4.709230 0.00 -0.03 -0.03
H -2.822865 -8.614216 4.807718 0.02 0.05 0.01
```
Positions in Å, forces in eV/Å.

Formula: C13H55BO17P3
Source: the OMol25 dataset
Level of theory: ωB97M-V/def2-TZVPD

Calculated values
Multiplicity: 1
LUMO, eV: -3.0
Net charge: +1
HOMO energy, eV: -11.712

Geometry as XYZ:
```
89
Properties=species:S:1:pos:R:3:forces:R:3
C 3.047991 3.564302 -3.220717 0.18 -0.09 0.12
C 2.088251 3.529484 -2.031910 -0.07 0.21 -0.53
O 1.987890 2.180392 -1.509801 0.10 -0.03 0.35
B 2.058708 1.962331 -0.196163 -0.05 0.37 0.03
O 2.200072 2.840369 0.835730 -0.45 -0.60 -0.06
P 1.992989 0.037008 0.261373 0.12 -0.15 -0.14
O 0.473940 -0.385079 0.046497 -0.12 0.06 0.39
P 3.435066 -1.003526 -1.008896 0.62 0.47 -0.16
P 4.549632 -2.349500 0.313140 0.13 -0.77 -0.12
O 5.248721 -3.321867 -0.541026 -0.30 0.58 0.37
O 5.459205 -1.359265 1.174455 -0.51 -0.19 -0.13
O 3.635915 -2.940600 1.483059 0.32 0.44 -0.13
H 3.539315 2.594158 -3.331483 -0.11 0.08 -0.04
H 3.836262 4.303021 -3.062953 -0.10 -0.03 -0.03
H 2.535299 3.808406 -4.150459 0.03 -0.09 0.05
H 2.431760 4.201884 -1.245996 -0.14 -0.10 0.06
H 1.080562 3.808304 -2.342723 0.07 0.03 0.20
H 1.500916 3.507852 0.899208 0.06 0.32 -0.18
H 2.368361 -0.175469 1.606854 0.06 0.04 0.05
H 0.131309 -1.188285 0.488852 0.01 -0.10 -0.39
H 2.673484 -1.813057 -1.874250 -0.31 -0.10 0.26
H 6.212223 -1.034357 0.668087 0.23 -0.02 -0.03
H 2.699462 -2.938942 1.271886 -0.17 -0.24 -0.03
C 0.928567 -1.581180 -4.979354 -0.02 -0.02 0.13
O 1.615108 -2.216956 -3.903553 0.10 0.05 -0.23
H 0.002408 -1.170682 -4.581490 -0.01 0.00 -0.02
H 1.519685 -0.766657 -5.406237 -0.01 0.01 0.01
H 0.677276 -2.293442 -5.767832 -0.04 0.00 0.01
H 2.428046 -2.596648 -4.273089 0.14 -0.02 0.32
C 2.731409 0.967980 4.468139 0.01 0.02 -0.03
O 2.546052 -0.174967 3.641938 -0.12 -0.11 -0.12
H 2.369809 1.834044 3.916633 0.01 0.01 0.00
H 2.164878 0.886345 5.398670 -0.01 0.00 -0.01
H 3.785634 1.120434 4.708495 0.00 0.00 -0.01
H 2.873144 -0.948392 4.131335 0.22 0.07 -0.04
C -1.777812 3.741665 0.894435 0.04 0.11 -0.06
O -0.706534 4.300706 0.117582 0.28 -0.24 0.12
H -1.493169 2.719185 1.135931 0.00 0.00 0.00
H -1.918389 4.300794 1.821077 -0.01 -0.04 0.03
H -2.716091 3.734792 0.342902 -0.01 -0.03 0.01
H -0.939957 5.205749 -0.100591 0.00 0.06 -0.02
C -6.078698 3.486092 1.375614 0.15 0.06 -0.12
O -5.055221 4.082476 0.576063 -0.03 0.07 0.08
H -5.753878 2.471320 1.598236 -0.01 -0.01 0.02
H -6.216419 4.028124 2.313877 -0.02 -0.03 0.02
H -7.031867 3.449567 0.851378 0.00 -0.03 0.02
H -5.335631 4.981447 0.371429 -0.05 0.03 -0.15
C -0.521968 -2.614685 -1.709776 -0.01 -0.29 0.05
O -0.975212 -2.882372 -0.370591 0.20 0.39 0.12
H 0.486046 -3.012622 -1.780185 -0.02 -0.01 -0.06
H -1.136995 -3.107245 -2.464288 -0.02 -0.07 0.06
H -0.490597 -1.548018 -1.906789 0.00 0.16 -0.09
H -1.875049 -2.554700 -0.280875 -0.08 -0.10 -0.04
C -4.716505 6.623782 -2.064080 -0.13 -0.06 -0.04
O -5.859262 6.817480 -1.236069 0.20 -0.08 0.05
H -3.838731 6.676246 -1.423452 -0.01 0.01 0.02
H -4.744598 5.643767 -2.546978 0.08 0.00 0.00
H -4.636902 7.397490 -2.830944 0.02 0.02 0.02
H -6.635545 6.768586 -1.798787 -0.11 0.01 0.04
C 4.847686 -4.358945 -3.814023 -0.01 0.03 0.00
O 4.286667 -3.252373 -4.536213 -0.23 -0.10 -0.05
H 5.127291 -3.993126 -2.831288 0.01 0.00 0.02
H 4.122413 -5.167496 -3.700120 0.00 0.01 0.00
H 5.735949 -4.740508 -4.319294 0.00 0.01 0.00
H 4.061500 -3.570605 -5.415584 0.15 0.03 -0.11
C 4.395901 -2.505730 6.442125 0.03 0.02 -0.08
O 3.418352 -2.128406 5.470657 -0.17 0.14 0.10
H 5.344952 -2.591510 5.919776 0.01 -0.01 0.01
H 4.488370 -1.754357 7.228096 0.01 0.01 -0.01
H 4.145604 -3.468036 6.891361 0.01 -0.01 -0.01
H 2.567195 -2.076819 5.917901 -0.06 -0.23 0.02
C 2.441970 -5.027924 4.322763 -0.15 0.02 0.04
O 1.320092 -4.722247 5.145195 0.12 0.10 0.03
H 3.314342 -5.025893 4.970490 0.03 -0.01 -0.04
H 2.349266 -6.012834 3.858836 0.00 0.00 0.01
H 2.586750 -4.270422 3.549304 0.09 -0.02 0.00
H 0.530755 -4.725044 4.599953 -0.07 -0.06 -0.01
C -10.240347 3.196403 2.426250 0.03 0.01 -0.03
O -9.271927 3.839421 1.603957 -0.13 -0.03 0.07
H -9.873619 2.190446 2.616305 -0.01 -0.01 0.01
H -10.364856 3.709984 3.382531 0.01 -0.01 0.01
H -11.211477 3.126074 1.930841 0.00 -0.01 -0.01
H -9.579733 4.730888 1.424855 0.00 0.06 -0.03
C -2.098333 -5.823395 -4.210512 0.02 0.04 -0.03
O -2.082114 -4.493261 -4.718972 0.03 -0.01 0.13
H -1.077305 -6.193435 -4.264965 0.00 -0.01 0.00
H -2.427557 -5.857761 -3.168367 0.01 0.00 0.01
H -2.738893 -6.476998 -4.806536 0.01 -0.01 -0.01
H -2.979258 -4.153156 -4.686859 -0.06 0.03 -0.07
```
Positions in Å, forces in eV/Å.

Formula: C15H22N6OS2
Source: the OMol25 dataset
Level of theory: ωB97M-V/def2-TZVPD

Calculated values
Multiplicity: 1
LUMO, eV: 0.5
SMILES: CSc1nc2nc3c(c(NCCN4CCOCC4)n2n1)SCCC3
HOMO energy, eV: -7.760

Geometry as XYZ:
```
46
Properties=species:S:1:pos:R:3:forces:R:3
N 2.795156 1.553817 0.721075 0.07 -0.50 -0.15
N 3.838522 0.144522 2.229163 2.05 2.02 -2.10
N 2.022998 -0.820993 3.254132 -0.51 0.43 -1.64
O -2.867204 -0.865294 -4.073450 0.01 -1.01 -0.10
S 5.494979 1.657477 0.605522 -0.31 0.17 0.24
S -1.845667 -0.633524 1.921284 -0.28 -0.24 0.34
C 3.937129 1.092430 1.217094 0.36 0.04 0.24
C 2.564916 0.010480 2.300257 -1.09 -1.54 2.33
C 0.746435 -1.035347 3.106589 -0.78 1.52 -1.18
C -0.092184 -0.293939 2.110787 1.39 -1.39 1.69
C 0.507827 0.656391 1.290912 -2.00 -0.01 -0.73
N 1.888083 0.789108 1.408639 -1.37 -0.01 0.09
N -0.370030 1.366256 0.423025 2.86 0.16 0.78
N -1.540629 0.262455 -1.855228 0.77 -0.35 0.81
C 4.934672 2.838337 -0.660486 -0.10 -0.44 -0.57
C -1.878503 -1.643893 -3.364759 -0.47 0.62 0.48
C -2.605723 0.517874 -4.078984 -0.35 0.00 1.21
C -2.245211 -1.823566 3.274686 1.47 -0.09 0.34
C 0.152011 -2.004049 4.049294 -0.47 -1.97 1.03
C -1.751192 -1.198274 -1.900262 -0.29 0.19 -0.92
C -2.529013 1.013603 -2.628099 -0.26 -0.21 -0.44
C 0.076558 1.813977 -0.915222 -0.47 0.16 0.37
C -0.129453 0.741345 -1.938094 -1.16 -0.35 -0.74
C -1.057786 -2.775998 3.474494 0.17 1.12 -0.08
H -1.308103 0.991008 0.507276 0.15 0.29 -0.59
H 4.405542 3.698942 -0.260908 -0.01 -0.09 0.27
H 5.818820 3.207195 -1.217746 -0.43 -0.45 0.38
H 4.251851 2.281213 -1.328067 0.42 0.46 0.14
H -0.904750 -1.461519 -3.823190 0.14 -0.29 -0.30
H -2.160084 -2.710386 -3.383933 0.02 0.51 -0.46
H -3.418488 1.046017 -4.569032 -0.28 -0.27 -0.23
H -1.703625 0.762851 -4.628156 0.55 -0.09 -0.13
H -3.120907 -2.401476 3.052875 -0.55 0.06 -0.78
H -2.446611 -1.340392 4.234278 0.06 0.37 -0.24
H 0.898992 -2.793490 4.372494 -0.46 1.26 -0.47
H -0.148370 -1.474915 4.975497 0.08 -0.18 -0.37
H -2.644850 -1.507563 -1.327402 0.22 0.42 -0.19
H -0.909299 -1.771725 -1.493743 0.00 0.50 0.24
H -3.537994 0.923299 -2.143473 0.83 -0.05 -0.40
H -2.304367 2.082393 -2.706330 0.25 -0.05 0.55
H 1.120687 2.099431 -0.910271 0.18 0.06 0.39
H -0.476692 2.687500 -1.281365 -0.15 0.01 0.71
H 0.056666 1.195260 -2.925321 0.21 -0.27 0.05
H 0.603660 -0.053279 -1.771023 -0.38 -0.24 -0.12
H -1.350718 -3.584505 4.118614 -0.09 -0.29 0.57
H -0.768049 -3.239054 2.536558 -0.01 -0.01 -0.30
```
Positions in Å, forces in eV/Å.